2 unconnected molecules or ions with the total composition C3H5NO2S, computed with wB97M-V/def2-TZVPD.

Output
**Lowest unoccupied orbital energy (spin up / spin down)**: -2.0 / -2.0 eV
**HOMO energy (spin up / spin down)**: -8.47 / -8.55 eV
**Frontier orbital gap (spin up / spin down)**: 6.43 / 6.53 eV
**ΔE to the lowest compared entry with this formula, charge and spin**: 4.607 eV
**Total charge**: 0
**Energy**: -720.5772 Ha

CARTESIAN COORDINATES (ANGSTROEM)
C  0.983  -0.946  -0.526
C  -2.387  -1.039  -0.142
C  0.081  1.109  0.311
N  0.057  -0.278  0.131
O  2.063  -0.500  -0.905
O  0.775  1.852  -0.633
S  -3.031  0.340  -0.009
H  0.725  -2.012  -0.661
H  -2.263  -2.076  -0.301
H  -0.993  1.451  0.286
H  0.432  1.338  1.339
H  1.541  1.298  -0.890

Atomic forces in eV per Å
C 0.0 -0.5 0.0
C 1.1 3.1 0.2
C -0.1 0.0 0.5
N -2.0 -0.8 0.4
O 0.5 0.1 -0.2
O 0.2 0.2 -0.5
S 0.2 -1.5 -0.1
H 0.1 0.0 -0.1
H 0.1 -0.7 0.0
H 0.2 0.1 0.1
H -0.1 0.0 -0.2
H -0.1 0.1 0.1

Now the natural (NBO) charges, all in e: C 0.485; C -0.188; C 0.086; N -0.568; O -0.676; O -0.736; S 0.457; H 0.094; H 0.244; H 0.140; H 0.160; H 0.503